{
  "formula": "C28H53Cl10N3O12",
  "method": "wB97M-V/def2-TZVPD",
  "orbital_gap_ha": 0.33845,
  "e_lumo_ev": -0.126,
  "smiles": "O=C1OCCO1.O=C1OCCO1.O=C1OCCO1.CNC(C)=O.CNC(C)=O.CNC(C)=O.ClCCCl.ClCCCl.ClCCCl.ClCCCl.ClCCCl",
  "de_lowest_kcal_mol": 0.0,
  "energy_ha": -6767.88484,
  "elements": ["C", "C", "O", "C", "O", "O", "H", "H", "H", "H", "C", "C", "O", "C", "O", "O", "H", "H", "H", "H", "C", "C", "O", "C", "O", "O", "H", "H", "H", "H", "C", "C", "O", "N", "C", "H", "H", "H", "H", "H", "H", "H", "C", "C", "O", "N", "C", "H", "H", "H", "H", "H", "H", "H", "C", "C", "O", "N", "C", "H", "H", "H", "H", "H", "H", "H", "Cl", "C", "C", "Cl", "H", "H", "H", "H", "Cl", "C", "C", "Cl", "H", "H", "H", "H", "Cl", "C", "C", "Cl", "H", "H", "H", "H", "Cl", "C", "C", "Cl", "H", "H", "H", "H", "Cl", "C", "C", "Cl", "H", "H", "H", "H"],
  "xyz": [[3.38612, -0.97122, 3.35415], [4.04794, -0.12217, 2.24575], [4.93371, 0.72791, 2.96770], [5.01807, 0.34056, 4.23767], [5.80211, 0.77787, 5.02479], [4.13736, -0.65001, 4.51749], [3.41836, -2.04254, 3.15877], [2.33605, -0.69239, 3.46971], [3.31761, 0.45011, 1.67869], [4.59318, -0.78029, 1.56780], [0.95274, 0.55834, -5.82908], [0.66880, 0.75819, -4.32096], [0.00974, -0.43329, -3.93872], [-0.43249, -1.05081, -5.04237], [-1.23509, -1.93792, -5.06288], [0.04848, -0.49380, -6.15983], [2.02264, 0.36571, -5.92827], [0.72608, 1.43398, -6.42945], [0.06764, 1.65790, -4.14577], [1.53867, 0.96770, -3.69631], [-3.91204, 0.79083, 3.37802], [-2.86890, -0.13472, 2.72135], [-3.48240, -0.32485, 1.43417], [-4.79228, -0.12804, 1.49923], [-5.58311, -0.32416, 0.63546], [-5.10669, 0.45256, 2.70135], [-3.67096, 1.85509, 3.35022], [-3.99028, 0.52289, 4.43373], [-2.87067, -1.09707, 3.23162], [-1.89051, 0.30482, 2.56178], [0.13951, 0.41038, -0.72565], [0.25772, -0.16981, 0.66557], [0.80888, 0.43186, 1.58140], [-0.11363, -1.46308, 0.74495], [0.27663, -2.33083, 1.84255], [-0.19577, -0.32413, -1.45553], [1.10362, 0.84691, -0.98421], [-0.58621, 1.22730, -0.70917], [-0.43416, -1.88489, -0.10832], [-0.48900, -2.32480, 2.61832], [1.27048, -2.10029, 2.21509], [0.27833, -3.36022, 1.47865], [5.81799, -0.33901, -1.99482], [4.37965, -0.59239, -1.59190], [3.71913, 0.32750, -1.12065], [3.84521, -1.78509, -1.91269], [2.48518, -2.07243, -1.50454], [6.39047, -1.27199, -2.02849], [6.26997, 0.31634, -1.25661], [5.90675, 0.07972, -2.99582], [4.40833, -2.46767, -2.38445], [2.32713, -1.81457, -0.45682], [2.15319, -3.10435, -1.60029], [1.81651, -1.46013, -2.11415], [-1.55762, 3.23870, 1.47902], [-1.38288, 3.13071, 2.97401], [-2.12131, 3.73439, 3.74320], [-0.38634, 2.31510, 3.36648], [-0.11685, 2.05725, 4.76695], [-1.72621, 4.23683, 1.06465], [-2.41785, 2.69611, 1.07474], [-0.68553, 2.94519, 0.88512], [0.09442, 1.75923, 2.67001], [0.95663, 1.85597, 4.83997], [-0.59686, 1.15556, 5.15550], [-0.31973, 2.93774, 5.36607], [-2.90958, 0.14862, -2.39745], [-4.57424, 0.15789, -3.06028], [-4.56812, -0.45401, -4.43373], [-3.84829, 0.58752, -5.70284], [-4.86241, 1.20633, -3.09061], [-5.21351, -0.34390, -2.33806], [-5.57104, -0.63343, -4.81778], [-4.02611, -1.39673, -4.46966], [2.84344, 3.75218, 1.58784], [3.54703, 3.73378, -0.09773], [5.00441, 3.38174, 0.00189], [6.04673, 4.46968, 0.88533], [3.32946, 4.69434, -0.56742], [2.97410, 3.07725, -0.75287], [5.40165, 3.31413, -1.01605], [5.11636, 2.36150, 0.36818], [-2.45872, -7.73686, 3.80618], [-2.26414, -5.95075, 3.75489], [-0.80784, -5.59415, 3.65120], [-0.02540, -6.11454, 2.12406], [-2.68669, -5.55188, 4.67819], [-2.91198, -5.54729, 2.98131], [-0.26728, -6.05629, 4.47611], [-0.63860, -4.52725, 3.80544], [-2.56982, 5.82313, -1.39272], [-2.41578, 4.60628, -2.68997], [-0.97907, 4.48278, -3.14907], [0.05328, 3.85569, -1.82132], [-3.02568, 4.99220, -3.50471], [-2.79239, 3.64285, -2.35731], [-0.55515, 5.39926, -3.54649], [-0.92557, 3.71133, -3.91709], [-0.85996, -3.50395, -1.72840], [-2.61720, -3.37252, -1.75847], [-3.16523, -2.79533, -0.45147], [-2.76151, -3.89289, 0.90785], [-3.06346, -4.33010, -2.01219], [-2.87920, -2.65224, -2.53449], [-4.24015, -2.65441, -0.42886], [-2.59799, -1.90827, -0.19543]],
  "forces_ev_per_angstrom": [[-0.405, 0.431, -0.435], [-0.508, -0.735, 0.116], [-0.136, 0.091, -0.793], [0.768, -0.090, 0.936], [-0.460, -0.083, -0.190], [-0.065, -0.058, -0.029], [0.270, -0.014, 0.095], [0.124, 0.134, 0.272], [0.119, 0.192, 0.067], [0.313, 0.277, -0.055], [0.158, 0.641, 1.191], [0.311, 1.468, -0.223], [0.197, 0.078, 0.238], [-1.509, -0.666, -0.324], [0.528, 0.115, 0.362], [0.994, 0.236, -0.396], [-0.203, -0.815, -0.551], [-0.196, -0.009, -0.005], [-0.602, -0.450, -0.028], [0.232, -0.659, -0.142], [1.102, -0.371, 1.101], [-1.132, 0.605, -0.164], [0.837, -0.651, -0.637], [-0.420, 1.335, 1.047], [-0.076, -0.450, -0.354], [-0.237, -0.297, -0.680], [-0.196, -0.024, -0.449], [-0.294, 0.067, -0.067], [0.404, -0.065, -0.048], [0.083, -0.129, 0.192], [-0.616, 0.508, 0.430], [0.805, -0.451, -0.903], [-0.243, -0.059, 0.331], [0.256, 0.213, 0.426], [-0.637, -0.537, -0.375], [0.148, 0.029, -0.065], [0.077, -0.165, -0.069], [0.023, -0.011, -0.021], [0.017, -0.234, -0.013], [0.252, 0.259, 0.350], [-0.148, 0.235, 0.104], [0.089, 0.084, -0.130], [0.303, -0.989, 0.181], [0.249, 1.195, -0.972], [-0.180, -0.366, 0.357], [-0.032, -0.518, 0.532], [-0.675, 0.341, -0.159], [0.005, 0.070, 0.121], [0.019, 0.144, -0.104], [-0.283, 0.283, 0.070], [0.035, -0.120, 0.106], [0.145, 0.205, -0.035], [0.611, -0.154, -0.326], [-0.204, -0.060, 0.200], [0.307, 0.290, -1.588], [-0.424, 0.449, -0.338], [0.131, -0.204, 0.080], [-0.333, -0.074, 0.314], [1.074, -0.207, -0.335], [-0.112, 0.294, 0.884], [-0.018, -0.353, 0.448], [0.068, -0.466, 0.438], [0.150, 0.144, 0.002], [-0.039, 0.075, 0.106], [-0.411, 0.202, 0.023], [-0.325, -0.063, 0.039], [0.093, 0.117, 0.150], [0.308, 0.544, -0.047], [-0.396, -0.392, -0.565], [0.229, 0.139, 0.286], [-0.120, -0.046, -0.078], [0.001, -0.256, -0.138], [-0.131, -0.004, 0.366], [0.097, 0.053, 0.099], [-0.091, -0.092, -0.865], [-0.565, 0.724, 0.528], [-0.084, -1.196, -1.486], [0.047, 0.399, 0.352], [0.445, 0.343, 0.524], [0.275, -0.734, 0.508], [-0.052, 0.239, -0.009], [-0.069, 0.175, 0.451], [-0.124, 0.320, -0.043], [-0.415, -0.148, 0.159], [0.375, 0.153, 0.458], [-0.221, 0.180, 0.282], [0.290, -0.141, 0.179], [0.305, -0.214, -0.356], [0.020, -0.291, -0.178], [-0.223, 0.081, -0.459], [-0.070, -0.162, 0.075], [0.258, 0.510, -0.208], [-0.104, -0.660, 0.018], [0.096, 0.204, -0.146], [-0.001, -0.204, -0.098], [-0.055, 0.067, 0.174], [-0.013, 0.126, 0.253], [-0.103, 0.104, -0.121], [0.308, -0.163, -0.145], [-1.288, 0.663, 0.164], [1.175, -0.632, -0.039], [-0.175, -0.238, 0.254], [0.211, -0.128, 0.118], [0.209, -0.105, -0.134], [0.008, 0.192, -0.243], [-0.534, 0.378, -0.191]]
}



{
  "formula": "C28H53IN3O3P",
  "method": "wB97M-V/def2-TZVPD",
  "orbital_gap_ha": 0.20069,
  "e_lumo_ev": -0.677,
  "energy_ha": -2127.60558,
  "elements": ["N", "C", "C", "C", "C", "C", "N", "C", "C", "C", "C", "N", "C", "C", "O", "I", "C", "O", "O", "H", "H", "H", "H", "H", "H", "H", "H", "H", "H", "H", "H", "H", "H", "H", "H", "H", "C", "C", "C", "C", "P", "C", "C", "C", "C", "C", "C", "C", "C", "C", "C", "C", "C", "H", "H", "H", "H", "H", "H", "H", "H", "H", "H", "H", "H", "H", "H", "H", "H", "H", "H", "H", "H", "H", "H", "H", "H", "H", "H", "H", "H", "H", "H", "H", "H", "H", "H", "H", "H"],
  "xyz": [[2.96163, -2.97729, 0.33813], [2.53748, -4.17194, -0.44713], [1.37015, -3.70199, -1.39521], [0.21091, -2.93467, -0.66997], [-1.05670, -3.81062, -0.33522], [-2.11583, -3.86590, -1.51510], [-3.01164, -5.02958, -1.23627], [-3.45364, -5.34598, 0.04408], [-4.27546, -6.56342, -0.03837], [-4.25685, -6.88975, -1.48272], [-3.47151, -5.92079, -2.21093], [3.74529, -4.63706, -1.13714], [3.53354, -5.84989, -1.93141], [3.95030, -7.17925, -1.20394], [4.16179, -7.31551, -0.05963], [4.19568, -8.91672, -2.54680], [1.90822, -5.25188, 0.53567], [2.04158, -5.19173, 1.77213], [1.25076, -6.26805, 0.02398], [2.34249, -2.84261, 1.13598], [3.90204, -3.17288, 0.69918], [1.82589, -3.00471, -2.16264], [0.93252, -4.56343, -1.97810], [0.50746, -2.40010, 0.26487], [-0.13754, -2.12865, -1.39007], [-1.59737, -3.35754, 0.54767], [-0.76675, -4.87521, -0.11750], [-2.73300, -2.93245, -1.60086], [-1.61179, -4.10701, -2.48950], [-3.21544, -4.79175, 0.97720], [-4.75511, -7.10063, 0.80701], [-4.77340, -7.78649, -1.89017], [-3.25889, -5.88311, -3.29593], [4.13842, -3.91046, -1.73443], [2.50094, -5.98146, -2.34179], [4.21503, -5.76988, -2.83071], [3.33941, 3.33391, -1.80621], [2.90661, 2.44112, -0.64886], [1.61462, 1.67885, -0.92528], [0.31899, 2.50176, -0.84052], [-0.35449, 2.86308, 0.77618], [-0.40470, 1.29940, 1.68177], [-1.04454, 0.05706, 1.05854], [-2.57268, -0.01816, 0.99506], [-3.28859, 0.30200, 2.30143], [-2.05914, 3.37540, 0.63665], [-2.49261, 4.63409, -0.11902], [-2.24996, 5.98046, 0.56079], [-2.61767, 6.03802, 2.03796], [0.66071, 3.86459, 1.85826], [0.98808, 5.35240, 1.68827], [1.43929, 5.83529, 0.30609], [2.93219, 6.14023, 0.23792], [2.57203, 4.06647, -2.06830], [4.24794, 3.87866, -1.54362], [3.55427, 2.73629, -2.69442], [2.82352, 3.03538, 0.26400], [3.70542, 1.71755, -0.46436], [1.55390, 0.83483, -0.23344], [1.67591, 1.24016, -1.92658], [-0.45669, 1.91593, -1.34903], [0.40377, 3.41185, -1.43965], [-0.83246, 1.49338, 2.66983], [0.64413, 1.04905, 1.87855], [-0.70543, -0.80331, 1.64333], [-0.65131, -0.09244, 0.04916], [-2.84732, -1.03356, 0.69586], [-2.95499, 0.62351, 0.19704], [-3.02613, -0.42053, 3.07719], [-4.36935, 0.26010, 2.15457], [-3.05331, 1.30273, 2.67085], [-2.52507, 3.34701, 1.62408], [-2.53512, 2.56647, 0.07629], [-3.57051, 4.55025, -0.29076], [-2.02823, 4.64558, -1.10994], [-2.82047, 6.74639, 0.02875], [-1.20619, 6.26211, 0.42318], [-3.69365, 5.91508, 2.17905], [-2.32926, 7.00427, 2.45604], [-2.10533, 5.27167, 2.62474], [1.60676, 3.33017, 1.98611], [0.17821, 3.78241, 2.84088], [1.75336, 5.60653, 2.42958], [0.12200, 5.93526, 2.00501], [0.91771, 6.76618, 0.06642], [1.16426, 5.12523, -0.47348], [3.17779, 6.99552, 0.87089], [3.21840, 6.39433, -0.78475], [3.53466, 5.29029, 0.56350]],
  "forces_ev_per_angstrom": [[0.516, -0.014, -0.678], [-1.109, 0.972, 1.114], [0.277, 0.301, -0.671], [-0.967, 0.104, -0.522], [-0.269, 0.321, -0.462], [0.435, -0.974, 0.533], [-0.037, 0.449, -0.049], [-1.883, -2.701, -0.453], [2.046, 2.512, -2.216], [0.387, 0.706, 0.631], [-1.513, -1.550, 2.766], [-0.997, -1.018, -0.114], [0.907, -0.203, -1.283], [-0.453, 1.284, 0.542], [0.134, -0.049, -0.476], [-0.111, 0.157, -0.153], [-1.454, -4.233, 0.346], [0.608, 1.833, -0.558], [1.437, 2.846, -0.689], [0.366, -0.496, -0.106], [-0.655, -0.079, 0.054], [-0.321, -0.590, 0.786], [0.435, 0.720, 0.810], [0.160, -0.535, -0.830], [0.327, -0.607, 0.765], [0.674, -0.591, -0.710], [-0.079, 1.056, 0.026], [0.638, -0.677, 0.003], [-0.423, 0.450, 0.855], [0.024, -0.375, -1.273], [0.496, 0.544, -0.959], [0.598, 0.970, 0.122], [0.042, 0.255, 1.132], [-0.342, -0.098, 0.255], [0.711, -0.121, 0.595], [-0.644, -0.325, 0.873], [0.030, 0.040, 0.069], [0.212, 0.037, -0.181], [0.222, -0.192, 0.470], [0.055, -0.043, -1.031], [-0.009, -0.717, 0.395], [0.272, -0.294, 0.372], [-0.266, -0.272, -0.330], [-0.110, 0.125, -0.013], [-0.053, -0.036, -0.071], [-0.908, 0.312, -0.477], [-0.049, 0.475, -0.112], [0.255, 0.098, -0.012], [0.012, 0.069, -0.060], [0.665, 0.564, 0.859], [-0.450, 0.450, -0.106], [0.218, 0.338, 0.067], [0.018, -0.052, -0.185], [0.032, 0.029, -0.034], [-0.061, 0.020, -0.083], [-0.044, 0.020, 0.028], [-0.023, 0.010, 0.026], [-0.123, -0.017, 0.042], [-0.059, -0.066, -0.106], [-0.111, 0.060, 0.103], [-0.171, 0.079, 0.200], [-0.026, 0.077, 0.131], [-0.038, 0.160, -0.062], [0.005, 0.134, -0.019], [0.127, 0.123, -0.029], [0.075, -0.109, 0.076], [0.132, 0.039, -0.046], [-0.031, 0.004, -0.011], [0.008, 0.068, 0.011], [0.053, -0.033, 0.072], [-0.013, -0.011, 0.046], [0.231, -0.041, 0.089], [0.225, -0.258, 0.180], [0.091, -0.211, 0.006], [-0.067, -0.010, 0.006], [0.007, -0.098, -0.042], [0.057, 0.024, 0.074], [0.041, -0.039, 0.061], [-0.096, -0.040, 0.015], [-0.025, 0.015, 0.016], [-0.135, -0.282, -0.211], [-0.094, -0.236, -0.096], [0.000, -0.189, -0.097], [-0.062, -0.104, -0.042], [-0.081, -0.115, -0.034], [0.005, -0.054, -0.018], [-0.013, -0.083, 0.029], [0.080, -0.027, 0.084], [0.030, 0.011, -0.024]]
}